The following is a DFT calculation (ωB97M-V/def2-TZVPD) of a single C3H6N2OS molecule.

## Properties
**HOMO-LUMO gap (alpha / beta)**: 7.7 / 7.0 eV
**Charge**: 0
**Energy above the lowest of the compared OMol25 structures with the same formula, charge and spin**: 135.86 kcal per mole

Cartesian coordinates (Å):
C -0.368 -0.511 0.852
C 0.719 -0.997 1.834
C 0.273 1.116 -2.229
N -1.578 -0.532 1.267
N -0.583 0.549 -1.264
O 0.137 -0.087 -0.283
S -3.088 -0.259 0.937
H 0.570 -1.858 2.393
H 0.780 -0.243 2.659
H 1.575 -1.033 1.187
H -0.190 2.083 -2.427
H 1.335 1.233 -1.801
H 0.419 0.540 -3.124


The following is a DFT calculation (ωB97M-V/def2-TZVPD) of a molecular structure, C3H6N2OS2.

## Properties
**HOMO-LUMO gap**: 8.7 eV
**Charge**: 0
**Energy above the lowest of the compared OMol25 structures with the same formula, charge and spin**: 141.04 kcal per mole

Cartesian coordinates (Å):
C 1.982 0.584 -0.050
C -0.479 0.845 -0.216
C -2.183 -1.236 0.132
H 2.937 0.433 -0.836
H 1.756 1.784 0.258
H 2.391 -0.006 1.078
H 0.178 -2.307 0.439
H -1.271 2.479 0.120
H -2.888 -2.379 0.002
N 0.690 -0.003 -0.347
N -0.396 2.109 0.053
O -1.342 -1.040 1.124
S 0.695 -1.593 -0.783
S -2.070 0.328 -0.976


The following is a DFT calculation (ωB97M-V/def2-TZVPD) of 2 unconnected molecules or ions with the total composition C3H6N2P2.

## Properties
**HOMO-LUMO gap**: 9.0 eV
**Charge**: 0
**Energy above the lowest of the compared OMol25 structures with the same formula, charge and spin**: 59.07 kcal per mole

Cartesian coordinates (Å):
C -0.251 -3.134 1.741
C 0.137 -0.109 1.025
C 0.837 -2.262 2.156
N -1.017 -3.859 1.381
N 0.546 -0.977 1.705
P -0.527 2.406 -1.323
P -0.819 0.150 -1.393
H 1.013 -2.193 3.173
H 1.701 -2.551 1.454
H 0.875 2.541 -1.689
H -0.070 2.106 0.003
H -1.004 0.117 -2.893
H -2.201 0.007 -1.235


The following is a DFT calculation (ωB97M-V/def2-TZVPD) of a single C3H6N2S molecule.

## Properties
**HOMO-LUMO gap**: 9.0 eV
**Structure (SMILES)**: C1=NNCCS1
**Charge**: 0
**Energy above the lowest of the compared OMol25 structures with the same formula, charge and spin**: 67.07 kcal per mole

Cartesian coordinates (Å):
C 0.649 1.127 0.421
C -0.750 1.240 -0.330
C 0.150 -1.367 0.080
H 1.131 2.175 0.559
H 0.433 0.816 1.491
H -0.546 1.313 -1.452
H -1.190 2.272 0.136
H -0.264 -2.444 0.121
H 2.407 0.566 -0.175
N 1.369 -1.013 -0.090
N 1.455 0.291 -0.266
S -1.377 -0.353 0.049


The following is a DFT calculation (ωB97M-V/def2-TZVPD) of a single C3H6N2S molecule.

## Properties
**HOMO-LUMO gap**: 8.5 eV
**Structure (SMILES)**: C=NNCC=S
**Charge**: 0
**Energy above the lowest of the compared OMol25 structures with the same formula, charge and spin**: 105.45 kcal per mole

Cartesian coordinates (Å):
C -2.042 -0.804 0.764
C 0.546 -0.080 -0.427
C 1.969 0.561 -0.412
H -1.211 -1.761 1.036
H -3.165 -1.181 0.770
H -0.545 1.600 -0.259
H 0.202 -0.528 -1.434
H 0.861 -0.911 0.238
H 2.493 0.885 0.456
N -1.650 0.484 0.598
N -0.304 0.797 0.403
S 2.846 0.936 -1.733


The following is a DFT calculation (ωB97M-V/def2-TZVPD) of a single C3H6N2S molecule.

## Properties
**HOMO-LUMO gap**: 10.1 eV
**Structure (SMILES)**: [H]/N=C(/N)[C@@H]1CS1
**Charge**: 0
**Energy above the lowest of the compared OMol25 structures with the same formula, charge and spin**: 16.75 kcal per mole

Cartesian coordinates (Å):
C -1.193 -0.053 -0.053
C 0.165 -0.717 -0.067
C 1.092 -0.477 1.045
H -2.088 1.725 0.229
H -0.427 1.847 0.002
H -2.081 -1.658 -0.509
H 0.172 -1.700 -0.490
H 1.702 -1.328 1.451
H 0.776 0.248 1.780
N -1.216 1.271 0.322
N -2.283 -0.674 -0.291
S 1.629 0.261 -0.515


The following is a DFT calculation (ωB97M-V/def2-TZVPD) of a single C3H6N2S molecule.

## Properties
**HOMO-LUMO gap**: 8.1 eV
**Structure (SMILES)**: [H]/N=C/NC(C)=S
**Charge**: 0
**Energy above the lowest of the compared OMol25 structures with the same formula, charge and spin**: 62.59 kcal per mole

Cartesian coordinates (Å):
C 1.931 -0.439 0.081
C 0.715 0.391 -0.297
C -1.718 0.037 -0.072
H 1.409 -1.469 0.172
H 2.578 -0.485 -0.845
H 2.472 0.054 1.050
H -0.290 -1.281 -0.434
H -2.328 -0.967 0.429
H -3.114 1.301 0.296
N -0.421 -0.371 -0.225
N -2.046 1.219 -0.070
S 0.812 2.009 -0.085


The following is a DFT calculation (ωB97M-V/def2-TZVPD) of a single C3H6N2S molecule.

## Properties
**HOMO-LUMO gap**: 8.0 eV
**Structure (SMILES)**: CN/N=C/C=S
**Charge**: 0
**Energy above the lowest of the compared OMol25 structures with the same formula, charge and spin**: 59.41 kcal per mole

Cartesian coordinates (Å):
C 0.962 1.927 0.160
C -0.474 -1.298 -0.362
C -0.935 -2.216 0.609
H 0.153 2.258 0.844
H 1.850 1.682 0.802
H 1.235 2.731 -0.544
H -0.057 1.056 -1.456
H -0.727 -1.363 -1.372
H -0.472 -2.228 1.619
N 0.525 0.782 -0.619
N 0.154 -0.248 0.139
S -2.214 -3.084 0.181


The following is a DFT calculation (ωB97M-V/def2-TZVPD) of a single C3H6N2S molecule.

## Properties
**HOMO-LUMO gap**: 8.7 eV
**Structure (SMILES)**: [H]/N=C\N(C)C=S
**Charge**: 0
**Energy above the lowest of the compared OMol25 structures with the same formula, charge and spin**: 27.40 kcal per mole

Cartesian coordinates (Å):
C -0.677 1.148 0.024
C -0.216 -1.299 0.087
C 1.581 0.314 -0.040
H -0.187 2.001 -0.435
H -1.530 0.882 -0.585
H -0.969 1.322 1.046
H 0.599 -2.010 0.314
H -2.120 -1.192 -0.248
H 1.770 1.394 -0.106
N 0.254 0.001 0.033
N -1.345 -1.826 -0.073
S 2.841 -0.736 -0.016


The following is a DFT calculation (ωB97M-V/def2-TZVPD) of a single C3H6N2S molecule.

## Properties
**HOMO-LUMO gap**: 8.9 eV
**Structure (SMILES)**: C=CNC(N)=S
**Charge**: 0
**Energy above the lowest of the compared OMol25 structures with the same formula, charge and spin**: 21.17 kcal per mole

Cartesian coordinates (Å):
C -0.009 0.386 -0.406
C -0.557 -1.222 1.498
C 0.110 -2.367 1.254
H -0.697 -1.327 -1.240
H -0.056 -0.209 -2.302
H -0.859 0.789 1.294
H -1.248 -1.164 2.318
H 0.704 -2.528 0.343
H -0.072 -3.196 1.891
N -0.166 -0.473 -1.358
N -0.436 0.008 0.814
S 0.573 1.882 -0.786


The following is a DFT calculation (ωB97M-V/def2-TZVPD) of a single C3H6N2S2 molecule.

## Properties
**HOMO-LUMO gap (alpha / beta)**: 7.2 / 7.0 eV
**Charge**: 0
**Energy above the lowest of the compared OMol25 structures with the same formula, charge and spin**: 86.11 kcal per mole

Cartesian coordinates (Å):
C -0.055 -2.903 -0.594
C -1.948 1.867 -0.693
C 1.927 -0.116 1.052
N -0.901 -3.601 -1.029
N 0.751 -2.101 0.037
S -0.343 1.787 0.263
S 0.760 -0.516 -0.269
H -1.820 1.500 -1.672
H -2.211 2.866 -0.553
H -2.764 1.364 -0.132
H 1.718 -0.762 1.900
H 2.043 0.946 1.110
H 2.841 -0.331 0.579


The following is a DFT calculation (ωB97M-V/def2-TZVPD) of 2 unconnected molecules or ions with the total composition C3H6N2S2.

## Properties
**HOMO-LUMO gap (alpha / beta)**: 7.5 / 7.5 eV
**Charge**: 0
**Energy above the lowest of the compared OMol25 structures with the same formula, charge and spin**: 110.24 kcal per mole

Cartesian coordinates (Å):
C 1.170 2.005 -0.753
C -0.083 -0.585 1.674
C 0.554 2.051 -1.857
N -0.963 -0.818 -0.508
N 0.014 -0.943 0.390
S 2.132 2.075 0.501
S 1.011 -1.102 2.951
H -0.936 -0.039 1.937
H 0.237 1.154 -2.460
H 0.181 2.934 -2.292
H -1.732 -0.505 -0.018
H 0.696 -1.676 0.143
H 1.036 0.018 3.798


The following is a DFT calculation (ωB97M-V/def2-TZVPD) of a single C3H6N2S2 molecule.

## Properties
**HOMO-LUMO gap**: 8.5 eV
**Structure (SMILES)**: [H]/N=C(/N)CC(=S)S
**Charge**: 0
**Energy above the lowest of the compared OMol25 structures with the same formula, charge and spin**: 14.92 kcal per mole

Cartesian coordinates (Å):
C 1.023 -0.343 -0.081
C -0.084 -0.115 0.895
C -1.434 -0.160 0.139
H 1.589 1.681 0.160
H 2.551 0.775 -0.894
H 0.620 -2.069 -0.743
H 0.094 0.830 1.434
H -0.175 -0.932 1.641
H -3.067 1.035 -1.075
N 1.806 0.778 -0.185
N 1.302 -1.351 -0.784
S -2.030 1.457 -0.354
S -2.196 -1.588 -0.151


The following is a DFT calculation (ωB97M-V/def2-TZVPD) of a single C3H6N2S2 molecule.

## Properties
**HOMO-LUMO gap**: 8.6 eV
**Structure (SMILES)**: [H]/N=C(\N)SC(C)=S
**Charge**: 0
**Energy above the lowest of the compared OMol25 structures with the same formula, charge and spin**: 14.28 kcal per mole

Cartesian coordinates (Å):
C 0.483 0.185 1.847
C -0.637 0.350 0.871
C 1.249 -0.663 -1.057
H 0.786 -0.853 1.898
H 1.394 0.763 1.503
H 0.165 0.554 2.813
H 1.478 0.658 -2.619
H 2.695 -0.507 -2.515
H 2.712 -1.779 -0.512
N 1.778 -0.238 -2.250
N 1.743 -1.496 -0.239
S -2.123 0.875 1.282
S -0.405 0.004 -0.851


The following is a DFT calculation (ωB97M-V/def2-TZVPD) of 2 unconnected molecules or ions with the total composition C3H6N2S2.

## Properties
**HOMO-LUMO gap (alpha / beta)**: 7.3 / 7.3 eV
**Charge**: 0
**Energy above the lowest of the compared OMol25 structures with the same formula, charge and spin**: 111.38 kcal per mole

Cartesian coordinates (Å):
C -0.925 0.745 0.424
C -2.090 1.394 0.249
C -0.783 -0.634 0.169
N 1.581 -1.030 0.089
N 0.352 -1.324 0.647
S -3.457 0.393 -0.101
S -2.424 -1.362 -0.240
H -0.098 1.392 0.850
H -2.294 2.355 0.566
H -0.154 -0.584 -1.562
H 1.481 -0.591 -0.878
H 2.167 -0.551 0.699
H 0.263 -2.294 0.824


The following is a DFT calculation (ωB97M-V/def2-TZVPD) of a gas-phase ion, C3H6N3 (charge +1).

## Properties
**HOMO-LUMO gap**: 11.2 eV
**Structure (SMILES)**: C1=N[C@H]1N1C[NH2+]1
**Charge**: +1
**Energy above the lowest of the compared OMol25 structures with the same formula, charge and spin**: 91.46 kcal per mole

Cartesian coordinates (Å):
C 2.258 -0.409 -0.295
C -1.492 -0.431 -0.068
C 0.943 -0.331 0.342
N 2.005 0.702 0.210
N -0.185 -0.123 -0.507
N -1.082 0.955 -0.129
H 2.953 -1.011 -0.826
H -2.189 -0.774 -0.827
H -1.652 -0.845 0.926
H 0.751 -0.752 1.325
H -1.405 1.552 -0.896
H -0.906 1.468 0.744


The following is a DFT calculation (ωB97M-V/def2-TZVPD) of a gas-phase ion, C3H6N3 (charge +1).

## Properties
**<S²>**: 2.019
**Multiplicity**: 3
**HOMO-LUMO gap (alpha / beta)**: 7.2 / 7.8 eV
**Charge**: +1
**Energy above the lowest of the compared OMol25 structures with the same formula, charge and spin**: 4.55 kcal per mole

Cartesian coordinates (Å):
C 0.332 0.964 -0.040
C -0.749 -0.088 -0.017
C 2.424 -0.258 0.017
N 1.502 0.566 -0.012
N -0.308 -1.273 -0.031
N -2.004 0.392 0.014
H 0.089 2.019 -0.086
H 2.879 -0.615 -0.902
H 2.894 -0.531 0.958
H -0.976 -2.033 -0.033
H -2.210 1.376 0.024
H -2.786 -0.244 0.043


The following is a DFT calculation (ωB97M-V/def2-TZVPD) of 2 unconnected molecules or ions with the total composition C3H6N3O.

## Properties
**HOMO-LUMO gap**: 9.9 eV
**Charge**: +1
**Energy above the lowest of the compared OMol25 structures with the same formula, charge and spin**: 58.11 kcal per mole

Cartesian coordinates (Å):
C 3.140 -0.816 0.118
C 1.190 0.074 0.012
C -1.328 0.476 0.234
N 3.353 0.424 -0.141
N 2.154 1.028 -0.247
N -1.880 -0.540 -0.251
O 1.790 -1.048 0.231
H 3.900 -1.611 0.238
H -1.055 0.500 1.297
H -1.179 1.311 -0.292
H 1.959 1.988 -0.510
H -2.279 -0.727 -1.211
H -1.976 -1.330 0.282


The following is a DFT calculation (ωB97M-V/def2-TZVPD) of a gas-phase ion, C3H6N3O (charge +1).

## Properties
**HOMO-LUMO gap**: 9.6 eV
**Structure (SMILES)**: CC#[N+]CNN=O
**Charge**: +1
**Energy above the lowest of the compared OMol25 structures with the same formula, charge and spin**: 91.67 kcal per mole

Cartesian coordinates (Å):
C -0.729 -0.207 -0.182
C 1.360 1.247 -0.317
C -1.823 -1.111 -0.050
N 0.176 0.445 -0.418
N 2.478 0.571 0.351
N 3.138 -0.444 -0.354
O 4.036 -0.989 0.247
H 1.545 1.552 -1.406
H 1.089 2.267 0.196
H -2.214 -0.648 0.883
H -1.356 -2.038 -0.154
H -2.487 -1.107 -0.923
H 2.715 0.973 1.315


The following is a DFT calculation (ωB97M-V/def2-TZVPD) of a gas-phase ion, C3H6N3O (charge +1).

## Properties
**HOMO-LUMO gap**: 10.4 eV
**Structure (SMILES)**: N/C=[NH+]\CC#[N+][O-]
**Charge**: +1
**Energy above the lowest of the compared OMol25 structures with the same formula, charge and spin**: 78.52 kcal per mole

Cartesian coordinates (Å):
C 0.832 -0.745 -0.122
C -1.312 0.479 -0.147
C -0.478 1.618 -0.604
N -0.491 2.647 -1.217
N 1.510 0.317 0.140
N -0.424 -0.745 -0.144
O -0.313 3.670 -1.730
H 1.444 -1.687 -0.252
H -1.483 0.720 0.905
H -2.294 0.480 -0.540
H 0.948 1.184 0.087
H 2.307 0.101 0.687
H -0.936 -1.555 -0.341